Record 1
Entry from the OMol25 dataset: a 12-piece molecular cluster, C36H96O12 overall at a distorted geometry (ωB97M-V with the def2-TZVPD basis set).

Last column: Mulliken charge in e.
CARTESIAN COORDINATES (ANGSTROEM)
C -1.821 1.842 -2.854  -1.432
C -1.176 0.448 -2.874  2.223
C -1.441 -0.242 -4.196  -1.995
O 0.225 0.546 -2.679  -0.112
H -2.863 1.793 -3.174  0.517
H -1.247 2.478 -3.529  0.265
H -1.810 2.221 -1.830  0.129
H -1.583 -0.116 -2.025  -0.908
H -0.776 -1.087 -4.367  0.395
H -1.440 0.460 -5.029  0.478
H -2.439 -0.693 -4.184  0.388
H 0.424 0.793 -1.760  -0.522
C 0.800 -7.469 1.792  -1.710
C -0.053 -6.250 1.495  0.839
C 0.743 -4.973 1.715  -0.276
O -0.459 -6.359 0.131  -0.669
H 1.096 -7.483 2.843  0.388
H 1.709 -7.455 1.186  0.349
H 0.299 -8.413 1.572  0.402
H -0.962 -6.329 2.106  0.081
H 0.123 -4.091 1.888  -0.202
H 1.309 -4.713 0.814  -0.153
H 1.534 -5.100 2.458  0.544
H -0.797 -5.503 -0.172  0.335
C 1.846 2.819 3.670  -1.315
C 0.873 3.728 2.939  1.015
C 1.438 5.124 2.787  -1.387
O 0.646 3.154 1.657  0.595
H 2.790 2.784 3.120  0.083
H 1.479 1.801 3.813  0.207
H 2.065 3.183 4.677  0.465
H -0.037 3.728 3.551  0.090
H 1.462 5.654 3.742  0.448
H 0.856 5.739 2.099  0.220
H 2.467 5.119 2.419  0.286
H 0.401 3.831 1.006  -0.842
C -4.027 -1.390 1.732  -0.171
C -3.789 -2.536 2.700  0.563
C -4.961 -3.501 2.762  -1.686
O -2.605 -3.217 2.280  -0.299
H -4.986 -0.920 1.944  0.643
H -3.987 -1.739 0.700  0.306
H -3.235 -0.652 1.875  -0.614
H -3.660 -2.147 3.717  -0.011
H -5.898 -3.044 3.080  0.398
H -4.745 -4.336 3.433  0.446
H -5.155 -3.937 1.776  0.272
H -2.470 -3.968 2.868  0.196
C 0.194 6.571 -2.201  -1.628
C -0.029 5.166 -1.655  0.792
C 1.186 4.281 -1.890  -0.641
O -0.299 5.162 -0.236  -0.258
H 0.863 7.110 -1.522  0.364
H -0.753 7.112 -2.230  0.463
H 0.684 6.523 -3.169  0.420
H -0.867 4.692 -2.174  -0.064
H 1.100 3.376 -1.277  -0.661
H 2.127 4.727 -1.558  0.492
H 1.271 3.952 -2.924  0.554
H -0.531 6.062 0.020  0.191
C 2.430 -4.418 -1.953  -0.537
C 3.818 -4.222 -2.536  0.329
C 3.852 -4.407 -4.046  -1.353
O 4.302 -2.924 -2.188  -0.529
H 1.706 -3.779 -2.471  -0.130
H 2.452 -4.133 -0.902  -0.062
H 2.050 -5.438 -2.047  0.569
H 4.509 -4.922 -2.060  0.454
H 3.196 -3.673 -4.520  0.187
H 3.512 -5.410 -4.321  0.408
H 4.865 -4.304 -4.434  0.345
H 3.668 -2.295 -2.573  0.211
C -1.501 -3.450 -2.679  -1.134
C -2.278 -3.421 -1.375  1.255
C -3.301 -4.546 -1.401  -1.690
O -1.359 -3.649 -0.304  0.912
H -0.805 -2.616 -2.795  -0.338
H -2.203 -3.385 -3.511  0.492
H -0.873 -4.336 -2.781  0.330
H -2.745 -2.437 -1.267  -0.023
H -3.877 -4.640 -0.475  0.208
H -2.857 -5.520 -1.608  0.363
H -4.051 -4.362 -2.178  0.453
H -1.787 -3.418 0.535  -0.450
C -0.712 -0.791 1.100  0.648
C 0.723 -0.440 0.698  0.186
C 1.389 -1.536 -0.085  -0.747
O 0.706 0.809 -0.023  1.743
H -1.089 -0.067 1.831  -0.414
H -0.785 -1.809 1.478  -0.253
H -1.407 -0.668 0.262  -0.311
H 1.245 -0.279 1.649  0.163
H 1.535 -2.391 0.582  0.405
H 2.402 -1.266 -0.385  0.300
H 0.818 -1.889 -0.943  -0.349
H 0.579 1.486 0.650  -1.082
C 2.749 0.092 -5.289  -1.460
C 3.398 0.056 -3.898  0.720
C 3.502 1.457 -3.308  -0.735
O 2.644 -0.794 -3.048  0.390
H 3.356 0.681 -5.978  0.457
H 1.718 0.441 -5.239  0.086
H 2.708 -0.932 -5.670  0.354
H 4.405 -0.346 -4.021  0.465
H 2.508 1.864 -3.106  -0.116
H 4.048 2.129 -3.973  0.393
H 4.062 1.421 -2.377  -0.100
H 1.818 -0.338 -2.824  -0.050
C 3.843 3.434 -0.255  -0.006
C 4.693 2.484 0.569  0.425
C 4.404 1.023 0.322  -1.525
O 6.104 2.652 0.283  -0.601
H 4.455 4.308 -0.511  0.403
H 2.994 3.838 0.302  -0.194
H 3.496 3.067 -1.216  -0.337
H 4.585 2.714 1.634  0.307
H 4.955 0.586 -0.512  0.408
H 3.334 0.840 0.240  0.105
H 4.804 0.403 1.133  0.581
H 6.374 3.484 0.682  0.371
C -2.981 2.375 1.078  0.482
C -3.498 3.783 0.821  -0.100
C -3.012 4.741 1.906  -0.740
O -2.982 4.228 -0.429  -0.597
H -3.273 1.624 0.345  0.370
H -3.335 2.059 2.054  -0.336
H -1.888 2.427 1.079  -0.442
H -4.587 3.820 0.771  0.473
H -1.927 4.620 2.014  -0.276
H -3.469 4.638 2.890  0.405
H -3.139 5.776 1.581  0.354
H -2.027 4.366 -0.354  0.131
C -4.148 0.630 4.376  -1.274
C -2.687 0.535 4.726  1.232
C -1.935 1.859 4.540  -0.749
O -2.605 0.140 6.102  -0.630
H -4.704 1.314 5.016  0.438
H -4.626 -0.353 4.429  0.236
H -4.295 0.930 3.340  0.143
H -2.170 -0.238 4.147  -0.096
H -2.073 2.312 3.558  -0.257
H -0.872 1.657 4.698  0.176
H -2.248 2.578 5.300  0.490
H -1.710 -0.157 6.287  0.380

Summary:
Net charge: 0
E_tot (eV): -63459.8807
Max |F| (eV Å⁻¹): 1.21
SMILES string: CC(C)O.CC(C)O.CC(C)O.CC(C)O.CC(C)O.CC(C)O.CC(C)O.CC(C)O.CC(C)O.CC(C)O.CC(C)O.CC(C)O
Frontier orbital gap (eV): 9.53

***

Record 2
Entry from the OMol25 dataset: a 12-piece molecular cluster, C36H96O36S12 overall at a distorted geometry (ωB97M-V with the def2-TZVPD basis set).

Last column: Mulliken charge in e.
CARTESIAN COORDINATES (ANGSTROEM)
C 3.521 -2.588 -2.081  -0.967
C 4.837 -2.389 -1.372  0.392
O 4.763 -2.524 0.034  -0.450
S 5.311 -1.372 1.042  1.133
C 7.101 -1.734 0.836  -1.171
O 5.084 -0.060 0.499  -0.159
O 4.997 -1.780 2.376  -0.727
H 2.997 -3.491 -1.743  0.258
H 3.535 -2.649 -3.168  0.481
H 2.737 -1.868 -1.829  -0.329
H 5.524 -3.092 -1.847  0.444
H 5.174 -1.393 -1.680  -0.094
H 7.113 -2.816 0.934  0.464
H 7.519 -1.346 1.762  0.406
H 7.312 -1.283 -0.128  0.215
C -4.716 1.744 1.765  0.031
C -5.968 2.362 1.204  -0.767
O -6.138 1.622 -0.053  -0.286
S -6.412 2.498 -1.413  1.160
C -4.726 3.005 -1.774  -0.668
O -6.738 1.536 -2.435  -0.608
O -7.198 3.643 -1.041  -0.618
H -4.669 1.951 2.840  0.266
H -3.833 2.288 1.424  0.014
H -4.597 0.677 1.608  -0.007
H -6.921 2.249 1.713  0.361
H -5.758 3.419 1.029  0.428
H -4.784 3.863 -2.442  0.464
H -4.109 2.184 -2.122  0.138
H -4.329 3.442 -0.855  0.151
C 7.063 4.708 -4.525  -1.214
C 7.201 3.313 -3.910  -0.091
O 7.275 3.409 -2.485  -0.313
S 6.737 2.085 -1.720  1.048
C 4.904 2.266 -2.066  -0.719
O 7.346 0.921 -2.336  -0.708
O 6.924 2.212 -0.276  -0.511
H 7.771 5.367 -4.014  0.334
H 6.116 5.117 -4.160  0.191
H 7.233 4.803 -5.592  0.382
H 6.462 2.606 -4.284  0.301
H 8.138 2.957 -4.348  0.367
H 4.674 3.246 -1.668  0.315
H 4.510 1.351 -1.621  -0.171
H 4.577 2.185 -3.099  0.694
C 0.886 -6.628 0.625  -0.966
C 1.111 -6.009 2.026  -0.255
O -0.154 -5.580 2.528  -0.221
S -0.519 -3.987 2.471  0.786
C 0.468 -3.311 3.837  -0.811
O -0.075 -3.442 1.227  -0.078
O -1.890 -3.887 2.910  -0.610
H 0.472 -7.631 0.657  0.317
H 1.917 -6.744 0.269  0.388
H 0.427 -5.898 -0.035  0.173
H 1.482 -6.791 2.691  0.442
H 1.881 -5.238 1.976  0.166
H 0.122 -2.286 3.974  0.079
H 1.512 -3.263 3.533  0.315
H 0.265 -3.893 4.730  0.415
C -5.907 -3.340 1.131  -1.035
C -5.600 -4.386 2.206  0.474
O -6.823 -4.529 2.972  -0.463
S -6.744 -5.597 4.220  1.181
C -6.797 -7.203 3.320  -0.961
O -5.435 -5.505 4.838  -0.574
O -7.938 -5.401 4.997  -0.616
H -5.003 -2.902 0.707  -0.270
H -6.483 -2.506 1.532  0.483
H -6.491 -3.846 0.363  0.413
H -5.194 -5.262 1.697  0.469
H -4.874 -4.021 2.931  -0.095
H -5.813 -7.447 2.930  0.315
H -7.428 -7.057 2.441  0.335
H -7.325 -7.939 3.919  0.395
C -0.632 -2.719 -6.211  -1.181
C -1.175 -1.486 -5.494  0.143
O -0.390 -0.293 -5.755  -0.339
S 1.171 -0.124 -5.303  1.339
C 0.858 0.320 -3.612  -0.350
O 1.814 -1.403 -5.339  -0.620
O 1.705 1.034 -5.962  -0.585
H -0.506 -2.539 -7.277  0.323
H -1.312 -3.527 -5.937  0.340
H 0.371 -2.990 -5.889  0.312
H -2.176 -1.370 -5.909  0.280
H -1.286 -1.602 -4.414  0.019
H 0.594 -0.613 -3.120  0.023
H 0.041 1.035 -3.634  0.337
H 1.808 0.750 -3.296  -0.038
C -4.633 -3.114 -2.876  0.147
C -4.190 -4.430 -3.490  -0.613
O -3.223 -5.230 -2.810  -0.345
S -3.682 -5.906 -1.424  1.208
C -2.733 -4.965 -0.226  0.101
O -5.097 -5.671 -1.222  -0.581
O -3.195 -7.256 -1.502  -0.726
H -4.529 -3.132 -1.793  -0.456
H -5.690 -2.906 -3.047  0.353
H -4.097 -2.262 -3.290  0.154
H -5.006 -5.036 -3.896  0.323
H -3.786 -4.230 -4.490  0.370
H -1.919 -4.416 -0.689  0.341
H -2.509 -5.523 0.679  0.455
H -3.464 -4.210 0.073  -0.762
C -0.702 3.845 -5.756  -1.179
C -0.058 4.554 -4.571  -0.004
O 1.359 4.488 -4.643  -0.340
S 2.357 4.329 -3.374  0.697
C 2.173 6.031 -2.770  -0.971
O 1.746 3.392 -2.495  -0.020
O 3.717 4.135 -3.836  -0.576
H -0.749 2.755 -5.716  0.113
H -0.120 4.017 -6.662  0.315
H -1.721 4.216 -5.842  0.425
H -0.329 5.612 -4.560  0.352
H -0.477 4.142 -3.647  0.193
H 2.184 6.688 -3.631  0.462
H 3.028 6.200 -2.115  0.367
H 1.274 5.931 -2.165  0.110
C 1.984 -0.032 0.395  1.291
C 0.610 0.497 -0.001  -0.390
O -0.084 -0.619 -0.542  -0.379
S -1.690 -0.609 -0.493  0.667
C -1.982 -0.749 1.359  -0.522
O -2.208 0.729 -0.750  -0.375
O -2.239 -1.770 -1.131  0.009
H 2.679 0.731 0.726  -0.310
H 2.378 -0.667 -0.397  -1.028
H 1.807 -0.782 1.172  0.329
H 0.046 0.959 0.822  0.229
H 0.528 1.358 -0.672  -0.303
H -2.832 -1.410 1.506  0.338
H -2.194 0.245 1.748  0.194
H -1.084 -1.046 1.896  0.113
C -5.326 -1.613 4.546  -0.489
C -4.070 -1.144 5.281  -0.184
O -3.783 0.167 4.802  -0.217
S -2.241 0.672 4.769  1.217
C -2.155 1.493 6.340  -1.285
O -1.335 -0.450 4.737  -0.577
O -2.269 1.701 3.747  -0.586
H -5.217 -1.373 3.488  -0.023
H -6.228 -1.268 5.047  0.411
H -5.387 -2.701 4.494  -0.011
H -4.089 -1.235 6.369  0.370
H -3.320 -1.878 4.971  0.109
H -3.136 1.963 6.379  0.398
H -1.287 2.141 6.408  0.408
H -2.133 0.741 7.128  0.376
C 2.105 2.042 2.877  -1.023
C 3.485 2.314 2.319  0.886
O 4.223 2.982 3.375  -0.521
S 5.547 2.287 4.031  1.219
C 6.771 2.419 2.696  -0.343
O 5.919 3.179 5.075  -0.682
O 5.295 0.904 4.339  -0.585
H 1.748 2.767 3.603  0.546
H 2.154 1.048 3.329  0.446
H 1.381 1.934 2.066  -0.187
H 4.112 1.443 2.127  0.063
H 3.418 3.008 1.478  -0.250
H 6.808 3.427 2.297  0.259
H 6.346 1.809 1.893  -0.153
H 7.670 1.884 2.987  0.443
C -0.395 4.717 0.440  -0.762
C 0.589 5.763 0.836  -0.590
O 1.890 5.156 0.909  0.004
S 3.198 6.142 1.075  1.038
C 3.293 6.071 2.862  -0.666
O 4.350 5.474 0.579  -0.456
O 2.895 7.465 0.592  -0.676
H 0.024 4.101 -0.361  -0.018
H -1.335 5.155 0.107  0.481
H -0.614 3.994 1.225  0.216
H 0.688 6.530 0.061  0.419
H 0.336 6.314 1.746  0.374
H 2.355 6.343 3.342  0.318
H 4.142 6.639 3.229  0.423
H 3.430 5.007 3.055  0.025

Summary:
Net charge: 0
E_tot (eV): -242613.6697
Max |F| (eV Å⁻¹): 4.13
SMILES string: CCOS(C)(=O)=O.CCOS(C)(=O)=O.CCOS(C)(=O)=O.CCOS(C)(=O)=O.CCOS(C)(=O)=O.CCOS(C)(=O)=O.CCOS(C)(=O)=O.CCOS(C)(=O)=O.CCOS(C)(=O)=O.CCOS(C)(=O)=O.CCOS(C)(=O)=O.CCOS(C)(=O)=O
Frontier orbital gap (eV): 10.91